This record from the Open Molecules 2025 dataset describes an isolated molecule of C2H3N5O in a non-equilibrium geometry. The level of theory is ωB97M-V with the def2-TZVPD basis set.

Each line ends with the Mulliken charge.
Atoms and positions in Å:
1 C 0.890 0.412 -0.173  -0.187
2 O 3.083 -0.285 0.130  -0.437
3 H 1.277 1.534 -0.385  0.293
4 N -1.070 -1.220 -0.398  -0.293
5 H -1.625 1.717 0.257  0.242
6 C -0.579 0.017 -0.447  0.646
7 H 3.431 -1.166 0.762  0.388
8 N -2.917 -0.044 0.382  -0.132
9 N -1.693 0.813 -0.118  -0.201
10 N 1.649 -0.611 -0.051  -0.194
11 N -2.447 -1.166 0.040  -0.125

Charge: 0
Orbital gap: 10.13 eV
Energy above the lowest of the compared OMol25 structures with the same formula, charge and spin: 6.1976 eV
SMILES: O/N=C/c1nnn[nH]1
LUMO level: -0.45 eV
Highest occupied orbital energy: -10.59 eV

---

This record from the Open Molecules 2025 dataset describes a structure of composition C8H17NO5Tl in a non-equilibrium geometry. The level of theory is ωB97M-V with the def2-TZVPD basis set.

Each line ends with the Mulliken charge.
Atoms and positions in Å:
1 H 4.937 -1.437 2.974  0.315
2 H -3.229 -1.963 1.779  0.277
3 O 3.062 -0.314 1.538  -0.421
4 C 3.505 0.630 -3.017  -0.967
5 O 3.268 1.783 -1.012  -0.286
6 H -4.745 0.748 1.510  0.368
7 C -4.800 -0.101 0.827  -1.602
8 O 1.630 0.403 -1.472  -0.438
9 C 3.950 0.238 2.218  0.703
10 C -1.624 0.005 -2.396  -0.880
11 C -3.397 -0.559 0.398  0.700
12 H 3.747 -0.431 -2.954  0.265
13 H -5.301 -0.886 1.393  0.450
14 H 4.258 1.404 -3.167  0.351
15 H -3.374 1.052 -0.960  0.430
16 C -2.659 0.582 -0.284  -1.090
17 H -2.399 -0.762 -2.400  0.347
18 H -0.751 -0.410 -2.901  0.280
19 C 2.720 0.929 -1.762  0.748
20 H 5.585 0.066 3.427  0.335
21 O -1.472 0.244 -1.015  -0.177
22 H -2.106 0.709 -3.073  0.340
23 H 2.943 0.679 -3.950  0.338
24 H 4.052 -0.577 4.263  0.285
25 H -3.624 -1.355 -0.312  0.230
26 H -2.793 -0.642 2.388  0.239
27 C 4.633 -0.460 3.348  -0.902
28 H -5.523 -0.010 0.017  0.406
29 N -2.707 -1.139 1.514  -0.534
30 Tl 0.373 -1.219 0.658  0.862
31 H -2.438 1.353 0.454  0.334
32 O 4.281 1.440 1.968  -0.306

Charge: +1
Orbital gap: 3.73 eV
Energy above the lowest of the compared OMol25 structures with the same formula, charge and spin: 2.3210 eV
LUMO level: -9.07 eV
Highest occupied orbital energy: -12.80 eV